# 1
The ion C4H11N2 with charge +1 at a distorted geometry. Source: the OMol25 dataset; level of theory: ωB97M-V/def2-TZVPD.

Cartesian coordinates (Å):
C (-1.99010, 0.72369, 0.71239)
C (-0.89792, 0.17346, 0.19262)
N (-0.75218, 0.09579, -1.27102)
C (0.03160, -0.71924, 0.94561)
C (1.43509, -0.69982, 0.31933)
N (1.60839, 0.57546, -0.39999)
H (-2.14923, 0.79660, 1.77753)
H (-2.70657, 1.24529, 0.08636)
H (0.28208, 0.37055, -1.34501)
H (-0.88776, -0.83222, -1.67636)
H (-1.32640, 0.78482, -1.74444)
H (-0.31930, -1.75543, 0.92522)
H (0.01676, -0.39520, 1.98456)
H (1.39614, -1.40317, -0.51023)
H (2.21356, -0.90784, 1.04108)
H (2.32599, 0.48331, -1.10093)
H (1.71984, 1.46394, 0.06327)

Values from the calculation:
E_HOMO: -14.323 eV
SMILES: C=C([NH3+])CCN
Orbital gap: 11.063 eV
Total energy: -268.24885 Eh
Total charge: +1
Energy above the lowest of the compared OMol25 structures with the same formula, charge and spin: 147.1 kJ/mol

---

# 2
The ion C4H11N2 with charge +1 at a distorted geometry. Source: the OMol25 dataset; level of theory: ωB97M-V/def2-TZVPD.

Cartesian coordinates (Å):
C (2.23358, -0.77149, -0.39305)
N (1.87542, 0.37313, 0.06836)
C (0.62482, 0.94093, -0.23652)
C (-0.63397, 0.67482, 0.89258)
N (-1.08363, -0.54180, 0.70287)
C (-1.96389, -0.62950, -0.42324)
H (3.27389, -1.05671, -0.30143)
H (1.56240, -1.42612, -0.95120)
H (2.67981, 0.95641, 0.40433)
H (0.28304, 0.57989, -1.15794)
H (0.52550, 1.99593, -0.19590)
H (-0.09988, 0.67275, 1.92431)
H (-1.47935, 1.48305, 0.76989)
H (-1.14226, -1.33274, 1.32044)
H (-1.56704, -1.25184, -1.26220)
H (-3.02208, -1.01529, -0.22324)
H (-2.06638, 0.34858, -0.93804)

Values from the calculation:
E_HOMO (spin up / spin down): -12.477 / -12.478 eV
SMILES: C=[NH+]CCNC
Orbital gap (spin up / spin down): 7.403 / 7.403 eV
Total energy: -268.17593 Eh
Total charge: +1
Energy above the lowest of the compared OMol25 structures with the same formula, charge and spin: 338.6 kJ/mol

---

# 3
The ion C4H11N2 with charge +1 at a distorted geometry. Source: the OMol25 dataset; level of theory: ωB97M-V/def2-TZVPD.

Cartesian coordinates (Å):
C (-1.93537, -0.42528, -0.43176)
C (-0.82124, 0.59705, -0.31937)
N (0.57344, 0.16231, -0.13217)
C (1.24392, -0.21973, -1.33811)
C (1.22836, 0.06703, 1.05084)
N (0.72651, 0.35123, 2.21452)
H (-1.81124, -1.12097, -1.29841)
H (-2.04581, -1.05732, 0.35286)
H (-2.95888, 0.04055, -0.55642)
H (-1.00086, 1.32533, 0.43289)
H (-0.68577, 0.95808, -1.37603)
H (0.57472, -0.88313, -1.90973)
H (2.15175, -0.78016, -1.12567)
H (1.37366, 0.65278, -1.98661)
H (2.32247, -0.16765, 0.88823)
H (1.35914, 0.25367, 2.94652)
H (-0.29478, 0.24620, 2.58843)

Values from the calculation:
E_HOMO: -14.665 eV
SMILES: CC/[N+](C)=C\N
Orbital gap: 11.048 eV
Total energy: -268.25465 Eh
Total charge: +1
Energy above the lowest of the compared OMol25 structures with the same formula, charge and spin: 131.9 kJ/mol

---

# 4
The ion C4H11N2 with charge +1 at a distorted geometry. Source: the OMol25 dataset; level of theory: ωB97M-V/def2-TZVPD.

Cartesian coordinates (Å):
C (-2.03177, 0.26226, 0.46099)
C (-0.69045, -0.45169, 0.30345)
N (-0.20667, -0.76963, -1.03208)
C (0.59403, -0.01891, -0.14811)
C (1.76912, -0.58834, 0.55618)
N (0.71206, 1.56729, -0.50981)
H (-2.19487, 0.80052, 1.39877)
H (-2.84570, -0.44504, 0.37687)
H (-2.27238, 0.96210, -0.42521)
H (-0.83977, -1.28702, 0.84974)
H (-0.04351, -1.74513, -1.32210)
H (-0.63053, -0.19709, -1.88391)
H (2.61668, -0.16703, -0.02363)
H (1.83395, -1.65244, 0.44963)
H (1.94487, -0.27340, 1.54519)
H (0.69067, 2.06046, 0.35273)
H (1.59430, 1.94311, -0.94870)

Values from the calculation:
E_HOMO: -14.502 eV
SMILES: C[C@H]1[NH2+][C@@]1(C)N
Orbital gap: 11.211 eV
Total energy: -268.19300 Eh
Total charge: +1
Energy above the lowest of the compared OMol25 structures with the same formula, charge and spin: 293.8 kJ/mol

---

# 5
The ion C4H11N2 with charge +1 at a distorted geometry. Source: the OMol25 dataset; level of theory: ωB97M-V/def2-TZVPD.

Cartesian coordinates (Å):
C (0.74893, -1.88422, -1.64753)
N (0.20634, -0.99703, -0.90492)
C (1.12276, -0.10051, -0.21525)
C (0.53616, 0.48750, 1.13932)
C (-0.67946, 1.40055, 0.89422)
N (-1.78018, 0.43904, 0.29273)
H (1.62468, -2.43312, -1.32175)
H (0.50614, -2.08261, -2.68317)
H (1.40753, 0.75067, -0.85983)
H (2.06938, -0.60191, 0.01069)
H (1.41687, 1.08830, 1.33692)
H (0.44287, -0.45508, 1.68463)
H (-0.55127, 2.09992, 0.06124)
H (-1.12266, 1.88123, 1.75733)
H (-2.31497, 0.83849, -0.46995)
H (-1.31461, -0.44444, -0.12333)
H (-2.31851, 0.01322, 1.04865)

Values from the calculation:
E_HOMO: -13.405 eV
SMILES: C=NCCC[NH3+]
Orbital gap: 9.852 eV
Total energy: -268.20231 Eh
Total charge: +1
Energy above the lowest of the compared OMol25 structures with the same formula, charge and spin: 269.3 kJ/mol

---

# 6
A structure of composition C4H11N2 at a distorted geometry. Source: the OMol25 dataset; level of theory: ωB97M-V/def2-TZVPD.

Cartesian coordinates (Å):
C (1.42353, 1.22615, 0.01189)
C (0.73072, 0.08229, -0.27117)
C (-0.73793, 0.10348, -0.33001)
C (-1.55897, -1.05319, -0.17908)
N (1.40243, -0.98259, -0.64031)
N (-1.29435, 1.29361, -0.65719)
H (0.91143, 2.02939, 0.41125)
H (2.52063, 1.21464, 0.01628)
H (0.88143, -0.22923, 2.18667)
H (-1.92766, -0.90393, 0.93265)
H (-1.16224, -1.99989, -0.43614)
H (-2.46264, -0.83899, -0.76804)
H (0.82570, -1.84174, -0.84174)
H (2.41400, -1.09683, -0.51128)
H (1.18986, -0.43154, 2.88112)
H (-2.32470, 1.24639, -0.73139)
H (-0.83123, 2.18198, -1.07352)

Values from the calculation:
E_HOMO: -12.721 eV
Orbital gap: 7.385 eV
Total energy: -268.18400 Eh
Total charge: +1
Energy above the lowest of the compared OMol25 structures with the same formula, charge and spin: 317.4 kJ/mol

---

# 7
The ion C4H11N2 with charge +1 at a distorted geometry. Source: the OMol25 dataset; level of theory: ωB97M-V/def2-TZVPD.

Cartesian coordinates (Å):
C (0.92045, 0.09395, -2.14704)
C (-0.14162, -0.47367, -1.23826)
C (-0.17480, -0.09579, 0.21505)
N (0.77470, 0.80444, 0.71338)
C (-1.21363, -0.31289, 1.06593)
N (-0.97558, -0.34021, 2.50005)
H (2.04221, 0.23439, -1.90951)
H (0.49059, 1.04578, -2.27100)
H (1.01078, -0.29179, -3.19579)
H (-1.23794, -0.12874, -1.41558)
H (-0.14776, -1.54940, -1.37080)
H (1.63587, 0.80164, 0.21064)
H (0.47965, 1.75704, 0.58463)
H (0.90283, 0.75817, 1.70286)
H (-2.14510, -0.86224, 0.75705)
H (-0.34602, -1.08990, 2.73279)
H (-1.87465, -0.35077, 3.06559)

Values from the calculation:
E_HOMO: -13.237 eV
SMILES: CC/C([NH3+])=C/N
Orbital gap: 9.523 eV
Total energy: -268.19705 Eh
Total charge: +1
Energy above the lowest of the compared OMol25 structures with the same formula, charge and spin: 283.1 kJ/mol

---

# 8
The ion C4H11N2 with charge +1 at a distorted geometry. Source: the OMol25 dataset; level of theory: ωB97M-V/def2-TZVPD.

Cartesian coordinates (Å):
C (0.86955, 0.18432, 0.96035)
C (0.66925, -0.18902, -1.10035)
C (-0.31945, 0.14633, -0.04107)
C (-1.42976, 1.22007, -0.12531)
N (-0.98196, -1.33181, 0.37423)
N (1.66729, -0.46648, -0.06539)
H (1.30835, 1.27317, 1.14905)
H (0.80844, -0.30805, 1.83289)
H (0.29238, -1.15351, -1.49768)
H (1.03006, 0.44087, -1.87797)
H (-2.14629, 1.27436, -0.96637)
H (-0.86562, 2.11146, -0.32723)
H (-1.95206, 1.31253, 0.72579)
H (-1.38225, -1.20258, 1.34170)
H (-1.85545, -1.56220, -0.17293)
H (2.61902, -0.20860, -0.26066)
H (1.66850, -1.54086, 0.05095)

Values from the calculation:
E_HOMO (spin up / spin down): -7.698 / -16.362 eV
Orbital gap (spin up / spin down): 4.576 / 8.283 eV
Spin multiplicity: 3
Total energy: -267.95802 Eh
Total charge: +1
Energy above the lowest of the compared OMol25 structures with the same formula, charge and spin: 449.9 kJ/mol

---

# 9
A cluster of 2 separate species, C4H11N2O in total at a distorted geometry. Source: the OMol25 dataset; level of theory: ωB97M-V/def2-TZVPD.

Cartesian coordinates (Å):
C (-0.49454, -1.10352, 1.04862)
O (-0.98579, -1.11795, -0.21372)
C (-0.90422, -2.39254, 1.85292)
H (-0.80237, -0.16895, 1.60288)
H (0.63993, -1.03612, 1.07632)
H (-0.62721, -2.45772, 2.88854)
H (-0.45772, -3.27979, 1.35278)
H (-1.99546, -2.39929, 1.76968)
C (1.00309, 1.96562, -0.65244)
C (0.02089, 1.31038, -1.29368)
N (-0.72542, 1.74167, -2.46272)
N (1.95910, 1.26374, 0.14329)
H (1.25232, 3.02255, -0.74654)
H (-0.26807, 0.28238, -0.98431)
H (-1.73380, 1.62908, -2.32617)
H (-0.47587, 1.15298, -3.25568)
H (1.67923, 0.30526, 0.34206)
H (2.91591, 1.28224, -0.14182)

Values from the calculation:
E_HOMO: -2.712 eV
Orbital gap: 7.007 eV
Total energy: -343.69541 Eh
Total charge: -1
Energy above the lowest of the compared OMol25 structures with the same formula, charge and spin: 198.9 kJ/mol

---

# 10
The ion C4H11N2O with charge -1 at a distorted geometry. Source: the OMol25 dataset; level of theory: ωB97M-V/def2-TZVPD.

Cartesian coordinates (Å):
N (-1.00878, -0.69712, -2.62237)
C (-0.52994, -1.75612, -1.69646)
C (0.72368, -1.17044, -0.91949)
N (0.28431, -0.01699, -0.16053)
C (0.66726, 0.31534, 1.18487)
C (-0.27586, 1.38428, 1.79977)
O (0.36362, 2.20345, 2.74452)
H (-1.73290, -1.13020, -3.25385)
H (-1.41207, 0.16396, -2.02464)
H (-0.27467, -2.69442, -2.27264)
H (-1.23278, -2.14746, -0.95846)
H (1.11385, -2.02730, -0.34887)
H (1.57400, -0.92653, -1.62391)
H (0.28131, 0.84325, -0.71485)
H (0.71675, -0.65289, 1.80810)
H (1.56648, 0.76443, 1.28115)
H (-1.12112, 0.60808, 2.36711)
H (-0.82742, 1.93194, 1.05287)

Values from the calculation:
E_HOMO: -2.147 eV
SMILES: NCCNCC[O-]
Orbital gap: 5.732 eV
Total energy: -343.67687 Eh
Total charge: -1
Energy above the lowest of the compared OMol25 structures with the same formula, charge and spin: 247.6 kJ/mol